[1]
A single C20H25N3O7S2 molecule. Source: the OMol25 dataset; level of theory: ωB97M-V/def2-TZVPD.

Bonds (Å) are listed after each position.
Geometry (Å):
1 C 4.853 5.038 -0.926  O2 1.412, H33 1.089, H34 1.095, H35 1.092
2 O 4.492 3.679 -1.053  C1 1.412, C3 1.366
3 C 4.204 2.985 0.089  O2 1.366, C4 1.387, C8 1.404
4 C 4.600 3.373 1.361  C3 1.387, C5 1.385, H36 1.078
5 C 4.340 2.562 2.454  C4 1.385, C6 1.381, H37 1.079
6 C 3.684 1.358 2.287  C5 1.381, C7 1.385, H38 1.079
7 C 3.253 0.978 1.027  C6 1.385, C8 1.386, H39 1.078
8 C 3.495 1.785 -0.074  C3 1.404, C7 1.386, N9 1.407
9 N 3.028 1.445 -1.357  C8 1.407, C10 1.444, S29 1.662
10 C 3.157 0.099 -1.862  N9 1.444, C11 1.542, H40 1.094, H41 1.093
11 C 2.158 -0.920 -1.276  C10 1.542, O12 1.212, N13 1.353
12 O 2.534 -1.957 -0.775  C11 1.212
13 N 0.875 -0.514 -1.414  C11 1.353, C14 1.391, H42 1.024
14 C -0.291 -1.157 -1.010  N13 1.391, C15 1.395, C28 1.398
15 C -0.294 -2.385 -0.347  C14 1.395, C16 1.383, H43 1.077
16 C -1.497 -2.959 0.022  C15 1.383, C17 1.382, H44 1.078
17 C -2.686 -2.318 -0.270  C16 1.382, S18 1.788, C27 1.383
18 S -4.229 -3.022 0.295  C17 1.788, O19 1.432, O20 1.433, N21 1.672
19 O -4.079 -4.438 0.449  S18 1.432
20 O -5.303 -2.515 -0.507  S18 1.433
21 N -4.439 -2.392 1.829  S18 1.672, C22 1.444, C26 1.444
22 C -4.692 -0.972 1.902  N21 1.444, C23 1.531, H45 1.089, H46 1.102
23 C -5.212 -0.654 3.306  C22 1.531, O24 1.409, H47 1.091, H48 1.099
24 O -4.296 -1.076 4.291  C23 1.409, C25 1.409
25 C -4.060 -2.462 4.206  O24 1.409, C26 1.531, H49 1.091, H50 1.099
26 C -3.502 -2.840 2.832  N21 1.444, C25 1.531, H51 1.089, H52 1.102
27 C -2.697 -1.101 -0.928  C17 1.383, C28 1.380, H53 1.078
28 C -1.502 -0.521 -1.301  C14 1.398, C27 1.380, H54 1.080
29 S 2.156 2.554 -2.236  N9 1.662, C30 1.811, O31 1.426, O32 1.447
30 C 3.229 3.087 -3.594  S29 1.811, H55 1.082, H56 1.080, H57 1.082
31 O 1.786 3.648 -1.399  S29 1.426
32 O 1.076 1.822 -2.861  S29 1.447
33 H 4.874 5.435 -1.940  C1 1.089
34 H 5.846 5.149 -0.477  C1 1.095
35 H 4.114 5.586 -0.338  C1 1.092
36 H 5.128 4.302 1.508  C4 1.078
37 H 4.662 2.876 3.435  C5 1.079
38 H 3.491 0.718 3.133  C6 1.079
39 H 2.726 0.047 0.899  C7 1.078
40 H 4.166 -0.273 -1.661  C10 1.094
41 H 2.996 0.142 -2.942  C10 1.093
42 H 0.734 0.363 -1.923  N13 1.024
43 H 0.639 -2.879 -0.134  C15 1.077
44 H -1.530 -3.916 0.518  C16 1.078
45 H -5.437 -0.734 1.143  C22 1.089
46 H -3.771 -0.396 1.714  C22 1.102
47 H -5.331 0.422 3.441  C23 1.091
48 H -6.178 -1.157 3.454  C23 1.099
49 H -3.343 -2.699 4.995  C25 1.091
50 H -4.996 -3.013 4.378  C25 1.099
51 H -3.406 -3.921 2.730  C26 1.089
52 H -2.517 -2.364 2.694  C26 1.102
53 H -3.645 -0.640 -1.155  C27 1.078
54 H -1.486 0.425 -1.823  C28 1.080
55 H 2.903 4.076 -3.888  C30 1.082
56 H 4.250 3.105 -3.243  C30 1.080
57 H 3.093 2.386 -4.406  C30 1.082

As for the charge: 0. The largest force on an atom is 1.0 eV/A. Its SMILES is COc1ccccc1N(CC(=O)Nc1ccc(S(=O)(=O)N2CCOCC2)cc1)S(C)(=O)=O. For the orbital gap, the calculation gives 0.3368 Ha. For the energy above the lowest of the compared OMol25 structures with the same formula, charge and spin, the calculation gives 7.92 kJ/mol.

---

[2]
A gas-phase ion, C5H6N (charge +1) in a non-equilibrium geometry. Source: the OMol25 dataset; level of theory: ωB97M-V/def2-TZVPD.

Bonds (Å) are listed after each position.
Geometry (Å):
1 C 0.084 -1.076 0.600  C2 1.519, C6 1.489, H7 1.203, H8 1.085
2 C 0.468 -0.913 -0.860  C1 1.519, N3 1.578, H9 1.076, H10 1.061
3 N 0.006 0.597 -0.856  C2 1.578, C4 1.480, C5 1.446, C6 1.641
4 C -1.091 1.122 -0.013  N3 1.480, C5 1.497, C6 1.421, H11 1.112
5 C 0.321 1.596 0.141  N3 1.446, C4 1.497, C6 1.444, H12 1.062
6 C -0.157 0.384 0.764  C1 1.489, N3 1.641, C4 1.421, C5 1.444
7 H -0.815 -1.775 0.988  C1 1.203
8 H 0.866 -1.459 1.246  C1 1.085
9 H 1.534 -0.778 -0.810  C2 1.076
10 H -0.225 -1.362 -1.526  C2 1.061
11 H -2.146 1.465 -0.082  C4 1.112
12 H 1.154 2.199 0.408  C5 1.062

As for the charge: +1. The largest force on an atom is 4.5 eV/A. Its SMILES is C1C[N@@+]23[C@@H]4[C@H]2[C@@]143. For the orbital gap, the calculation gives 0.4225 Ha. For the energy above the lowest of the compared OMol25 structures with the same formula, charge and spin, the calculation gives 630.95 kJ/mol.

---

[3]
2 unconnected molecules or ions with the total composition C4H8FNO in a non-equilibrium geometry. Source: the OMol25 dataset; level of theory: ωB97M-V/def2-TZVPD.

Bonds (Å) are listed after each position.
Geometry (Å):
1 C -0.171 0.806 0.806  C2 1.547, C4 1.457, O6 1.245
2 C -0.318 2.141 0.038  C1 1.547, H8 1.047, H9 1.135, H10 1.076
3 C -0.870 -1.515 0.026  C4 1.517, H11 1.096, H12 1.103, H13 1.061
4 C -0.045 -0.259 -0.181  C1 1.457, C3 1.517, H14 1.101
5 N 1.924 -0.953 0.314  F7 1.381, H15 1.045
6 O -0.177 0.727 2.049  C1 1.245
7 F 2.527 0.012 -0.468  N5 1.381
8 H -0.527 2.987 0.618  C2 1.047
9 H 0.637 2.242 -0.567  C2 1.135
10 H -1.079 2.142 -0.723  C2 1.076
11 H -0.952 -2.196 -0.829  C3 1.096
12 H -0.515 -2.001 0.950  C3 1.103
13 H -1.824 -1.062 0.134  C3 1.061
14 H 0.005 0.014 -1.247  C4 1.101
15 H 2.011 -0.756 1.337  N5 1.045

As for the charge: 0. As for the spin multiplicity: 3. The largest force on an atom is 3.3 eV/A. For the orbital gap (spin up / spin down), the calculation gives 0.3112 / 0.2742 Ha. For the energy above the lowest of the compared OMol25 structures with the same formula, charge and spin, the calculation gives 282.86 kJ/mol.

---

[4]
14 unconnected molecules or ions with the total composition C30H84F3O15 in a non-equilibrium geometry. Source: the OMol25 dataset; level of theory: ωB97M-V/def2-TZVPD.

Bonds (Å) are listed after each position.
Geometry (Å):
1 C -0.152 -1.060 1.181  O2 1.397, O3 1.404, C4 1.564, H15 1.090
2 O -0.611 -0.761 -0.103  C1 1.397, C8 1.415
3 O -1.079 -1.911 1.803  C1 1.404
4 C 1.333 -1.492 0.953  C1 1.564, F5 1.347, F6 1.358, F7 1.358
5 F 1.523 -2.662 0.314  C4 1.347
6 F 2.069 -0.546 0.314  C4 1.358
7 F 2.055 -1.719 2.081  C4 1.358
8 C -1.643 0.201 -0.215  O2 1.415, C9 1.525, H13 1.090, H14 1.090
9 C -1.847 0.381 -1.716  C8 1.525, H10 1.090, H11 1.090, H12 1.090
10 H -0.921 0.508 -2.276  C9 1.090
11 H -2.270 -0.581 -2.005  C9 1.090
12 H -2.573 1.182 -1.857  C9 1.090
13 H -1.493 1.130 0.335  C8 1.090
14 H -2.598 -0.038 0.252  C8 1.090
15 H -0.142 -0.162 1.798  C1 1.090
16 C 3.726 4.147 -1.241  C17 1.561, H19 1.090, H20 1.090, H21 1.090
17 C 4.536 5.424 -1.628  C16 1.561, O18 1.432, H22 1.090, H23 1.090
18 O 3.666 6.561 -1.670  C17 1.432, H24 0.960
19 H 3.134 4.501 -0.397  C16 1.090
20 H 4.384 3.325 -0.955  C16 1.090
21 H 3.134 3.797 -2.086  C16 1.090
22 H 4.952 5.209 -2.612  C17 1.090
23 H 5.423 5.461 -0.996  C17 1.090
24 H 2.945 6.254 -2.225  O18 0.960
25 C 6.950 -1.467 -2.378  C26 1.536, H28 1.090, H29 1.090, H30 1.090
26 C 7.155 -0.536 -3.582  C25 1.536, O27 1.392, H31 1.090, H32 1.090
27 O 7.062 0.781 -3.139  C26 1.392, H33 0.960
28 H 5.965 -1.321 -1.935  C25 1.090
29 H 7.706 -1.175 -1.649  C25 1.090
30 H 7.028 -2.529 -2.613  C25 1.090
31 H 6.496 -0.668 -4.440  C26 1.090
32 H 8.194 -0.618 -3.901  C26 1.090
33 H 7.461 1.328 -3.819  O27 0.960
34 C -7.467 1.906 -5.494  C35 1.515, H37 1.090, H38 1.090, H39 1.090
35 C -6.918 3.253 -5.067  C34 1.515, O36 1.460, H40 1.090, H41 1.090
36 O -7.661 3.553 -3.847  C35 1.460, H42 0.960
37 H -7.105 1.232 -4.718  C34 1.090
38 H -7.071 1.457 -6.405  C34 1.090
39 H -8.542 1.879 -5.669  C34 1.090
40 H -7.090 3.956 -5.882  C35 1.090
41 H -5.854 3.165 -4.850  C35 1.090
42 H -7.695 4.476 -3.585  O36 0.960
43 C 3.197 4.956 4.488  C44 1.552, H46 1.090, H47 1.090, H48 1.090
44 C 2.306 3.915 5.217  C43 1.552, O45 1.403, H49 1.090, H50 1.090
45 O 1.189 4.512 5.820  C44 1.403, H51 0.960
46 H 2.649 5.636 3.836  C43 1.090
47 H 3.925 4.381 3.917  C43 1.090
48 H 3.713 5.519 5.267  C43 1.090
49 H 2.910 3.439 5.991  C44 1.090
50 H 1.818 3.207 4.547  C44 1.090
51 H 0.765 5.135 5.225  O45 0.960
52 C 1.500 -7.516 -0.126  C53 1.432, H55 1.090, H56 1.090, H57 1.090
53 C 1.485 -7.469 1.305  C52 1.432, O54 1.441, H58 1.090, H59 1.090
54 O 0.345 -6.754 1.820  C53 1.441, H60 0.960
55 H 0.480 -7.666 -0.481  C52 1.090
56 H 2.171 -8.309 -0.455  C52 1.090
57 H 1.758 -6.505 -0.442  C52 1.090
58 H 2.404 -7.018 1.681  C53 1.090
59 H 1.290 -8.512 1.555  C53 1.090
60 H 0.344 -5.886 1.409  O54 0.960
61 C -4.638 5.019 0.792  C62 1.505, H64 1.090, H65 1.090, H66 1.090
62 C -4.875 6.504 0.839  C61 1.505, O63 1.386, H67 1.090, H68 1.090
63 O -5.380 6.895 -0.390  C62 1.386, H69 0.960
64 H -4.100 4.641 -0.077  C61 1.090
65 H -5.685 4.714 0.801  C61 1.090
66 H -4.191 4.543 1.664  C61 1.090
67 H -3.917 7.017 0.751  C62 1.090
68 H -5.510 6.830 1.663  C62 1.090
69 H -6.323 7.057 -0.467  O63 0.960
70 C -2.082 5.723 -3.776  C71 1.511, H73 1.090, H74 1.090, H75 1.090
71 C -0.799 5.095 -3.281  C70 1.511, O72 1.412, H76 1.090, H77 1.090
72 O 0.188 6.045 -3.622  C71 1.412, H78 0.960
73 H -2.859 4.960 -3.830  C70 1.090
74 H -1.956 6.166 -4.764  C70 1.090
75 H -2.338 6.462 -3.017  C70 1.090
76 H -0.609 4.169 -3.824  C71 1.090
77 H -0.880 4.913 -2.209  C71 1.090
78 H 0.278 6.080 -4.577  O72 0.960
79 C 6.456 -5.421 1.084  C80 1.536, H82 1.090, H83 1.090, H84 1.090
80 C 7.877 -5.328 1.656  C79 1.536, O81 1.460, H85 1.090, H86 1.090
81 O 8.548 -6.450 1.006  C80 1.460, H87 0.960
82 H 5.976 -4.566 1.559  C79 1.090
83 H 5.950 -6.368 1.271  C79 1.090
84 H 6.498 -5.216 0.014  C79 1.090
85 H 7.751 -5.471 2.730  C80 1.090
86 H 8.303 -4.352 1.423  C80 1.090
87 H 8.524 -6.500 0.048  O81 0.960
88 C -4.098 -4.399 -1.787  C89 1.534, H91 1.090, H92 1.090, H93 1.090
89 C -5.041 -4.023 -0.637  C88 1.534, O90 1.426, H94 1.090, H95 1.090
90 O -4.304 -4.146 0.577  C89 1.426, H96 0.960
91 H -3.191 -3.800 -1.871  C88 1.090
92 H -4.578 -4.090 -2.715  C88 1.090
93 H -3.765 -5.436 -1.750  C88 1.090
94 H -6.022 -4.496 -0.684  C89 1.090
95 H -5.452 -3.020 -0.756  C89 1.090
96 H -3.628 -3.464 0.547  O90 0.960
97 C 2.655 -2.154 -5.061  C98 1.481, H100 1.090, H101 1.090, H102 1.090
98 C 2.395 -3.138 -3.986  C97 1.481, O99 1.381, H103 1.090, H104 1.090
99 O 1.411 -4.041 -4.337  C98 1.381, H105 0.960
100 H 3.327 -2.582 -5.806  C97 1.090
101 H 3.049 -1.204 -4.700  C97 1.090
102 H 1.679 -1.841 -5.431  C97 1.090
103 H 2.024 -2.564 -3.137  C98 1.090
104 H 3.344 -3.637 -3.789  C98 1.090
105 H 1.191 -4.642 -3.621  O99 0.960
106 C -7.772 0.832 -0.177  C107 1.522, H109 1.090, H110 1.090, H111 1.090
107 C -8.905 0.104 -0.886  C106 1.522, O108 1.409, H112 1.090, H113 1.090
108 O -9.648 1.039 -1.634  C107 1.409, H114 0.960
109 H -7.114 0.083 0.264  C106 1.090
110 H -8.163 1.495 0.595  C106 1.090
111 H -7.202 1.299 -0.980  C106 1.090
112 H -9.525 -0.320 -0.097  C107 1.090
113 H -8.527 -0.628 -1.599  C107 1.090
114 H -9.151 1.844 -1.797  O108 0.960
115 C -3.626 2.129 5.290  C116 1.540, H118 1.090, H119 1.090, H120 1.090
116 C -3.619 0.668 5.776  C115 1.540, O117 1.440, H121 1.090, H122 1.090
117 O -3.887 -0.340 4.784  C116 1.440, H123 0.960
118 H -4.648 2.477 5.140  C115 1.090
119 H -3.000 2.171 4.398  C115 1.090
120 H -3.266 2.859 6.016  C115 1.090
121 H -4.278 0.465 6.620  C116 1.090
122 H -2.666 0.235 6.081  C116 1.090
123 H -3.099 -0.452 4.246  O117 0.960
124 C 5.492 -4.330 5.987  C125 1.458, H127 1.090, H128 1.090, H129 1.090
125 C 6.699 -3.860 6.657  C124 1.458, O126 1.390, H130 1.090, H131 1.090
126 O 6.996 -4.774 7.661  C125 1.390, H132 0.960
127 H 4.617 -4.258 6.632  C124 1.090
128 H 5.570 -5.402 5.804  C124 1.090
129 H 5.311 -3.778 5.065  C124 1.090
130 H 6.642 -2.828 7.002  C125 1.090
131 H 7.413 -3.706 5.848  C125 1.090
132 H 7.740 -4.394 8.133  O126 0.960

As for the charge: -1. The largest force on an atom is 4.6 eV/A. For the orbital gap, the calculation gives 0.2072 Ha. For the energy above the lowest of the compared OMol25 structures with the same formula, charge and spin, the calculation gives 656.83 kJ/mol.